130
Properties=species:S:1:pos:R:3:forces:R:3 method="wB97M-V/def2-TZVPD" homo_lumo_gap_ev=6.79 e_homo_ev=-9.66 e_tot_ev=-232263.64835 relative_energy_ev=0.0326 total_charge=+1 spin_multiplicity=1 lumo_ha=-0.105
Ti -0.57333 0.59708 0.46615 -0.329 0.625 -0.295
C 0.91241 -4.81204 -4.79179 -0.012 0.005 -0.002
C 1.52257 -3.50519 -4.28460 -0.005 0.019 -0.010
C 1.66964 -2.54813 -5.47575 0.002 0.003 -0.005
C 2.91081 -3.81678 -3.70764 0.012 0.005 -0.001
C 0.66769 -2.84171 -3.20370 -0.003 -0.020 0.013
C 1.10593 -1.64536 -2.63787 0.032 -0.001 0.010
C 0.36152 -1.06363 -1.62861 -0.038 -0.055 0.044
N 0.59865 0.12805 -0.94344 0.031 -0.121 0.205
C 1.25868 1.26184 -1.44190 0.046 0.116 0.042
C 2.51628 1.30362 -2.02210 0.006 0.031 -0.019
C 3.02893 2.52790 -2.43631 -0.020 0.017 -0.011
C 2.24953 3.66611 -2.23450 -0.001 -0.019 -0.016
C 0.98987 3.67377 -1.63149 0.058 -0.005 0.007
C 0.51089 2.43183 -1.21176 0.095 -0.067 0.041
O -0.65178 2.21482 -0.53473 -0.047 -0.325 0.108
C 0.25429 5.01326 -1.51137 -0.010 0.002 -0.008
C -1.13507 4.91484 -0.87449 -0.026 0.022 -0.001
C 0.06757 5.60079 -2.91978 0.006 -0.007 0.014
C 1.09266 5.98041 -0.66270 -0.006 -0.007 -0.001
C 4.40253 2.65890 -3.09560 -0.007 -0.001 0.015
C 5.29884 3.55688 -2.23174 -0.007 0.008 0.007
C 5.09208 1.30350 -3.25619 0.000 -0.007 0.003
C 4.24295 3.28388 -4.48836 0.002 0.008 -0.003
C -0.82623 -1.65736 -1.17440 0.148 0.031 -0.023
O -1.40360 -0.96842 -0.15753 -0.091 0.032 0.060
C -1.32690 -2.81640 -1.75883 0.008 -0.046 0.023
C -0.53496 -3.38837 -2.76062 -0.003 -0.009 -0.003
C -2.68630 -3.39733 -1.36750 -0.011 0.017 -0.002
C -2.75816 -3.66382 0.14097 -0.024 -0.007 -0.030
C -2.98228 -4.71055 -2.09376 0.004 0.003 -0.004
C -3.77172 -2.38088 -1.75222 -0.010 0.001 0.008
H 1.56430 -5.24419 -5.55242 0.000 0.001 0.004
H -0.06638 -4.65216 -5.24810 0.004 0.002 0.002
H 0.80500 -5.54681 -3.99102 0.003 0.004 -0.002
H 2.28126 -3.00780 -6.25485 -0.002 0.002 0.002
H 2.14764 -1.61139 -5.18482 0.001 -0.002 0.003
H 0.69386 -2.30860 -5.90222 0.003 -0.002 -0.001
H 3.53869 -4.28779 -4.46679 -0.004 0.000 0.002
H 2.83304 -4.49863 -2.85774 -0.001 0.000 -0.002
H 3.41918 -2.91295 -3.36776 -0.003 -0.006 -0.002
H 2.02246 -1.18308 -2.97505 -0.024 -0.003 -0.006
H 3.08665 0.39266 -2.12178 -0.004 0.010 0.001
H 2.64970 4.61534 -2.56796 -0.006 0.004 0.003
H -1.78950 4.24688 -1.43540 0.014 0.019 0.015
H -1.58486 5.90986 -0.87035 -0.004 0.007 -0.001
H -1.08442 4.56038 0.15513 -0.004 0.024 -0.034
H -0.52337 4.92677 -3.54251 0.001 0.004 0.001
H 1.01959 5.77212 -3.42137 0.005 0.002 0.000
H -0.45549 6.55730 -2.85781 0.003 -0.002 0.002
H 1.23963 5.58064 0.34338 0.002 -0.001 0.000
H 0.58269 6.94276 -0.57846 0.001 -0.006 -0.001
H 2.07546 6.16027 -1.09884 0.000 -0.005 -0.005
H 5.43851 3.12360 -1.23881 -0.001 0.001 -0.002
H 4.87054 4.55268 -2.10848 0.003 -0.002 -0.002
H 6.28053 3.66982 -2.69619 -0.003 -0.003 0.001
H 5.26663 0.81947 -2.29263 -0.001 0.003 -0.002
H 6.06251 1.44410 -3.73427 -0.004 0.001 0.001
H 4.50920 0.62680 -3.88519 0.000 0.002 0.001
H 3.79683 4.27792 -4.43756 0.005 -0.005 0.000
H 3.60776 2.66193 -5.12168 -0.001 0.000 0.001
H 5.21803 3.38043 -4.97015 -0.005 -0.002 0.000
H -0.87790 -4.30247 -3.21708 -0.014 -0.001 -0.006
H -1.93947 -4.31420 0.46208 -0.004 -0.006 -0.016
H -3.69888 -4.16356 0.38452 -0.002 0.000 0.003
H -2.71283 -2.73605 0.70794 -0.038 -0.023 -0.055
H -2.24422 -5.47983 -1.85655 -0.003 -0.001 0.000
H -3.01288 -4.58264 -3.17695 0.007 0.002 0.005
H -3.96017 -5.07844 -1.77889 0.003 -0.001 0.001
H -3.60532 -1.42854 -1.24868 -0.001 0.002 0.000
H -4.75746 -2.75256 -1.46015 0.005 0.000 -0.004
H -3.77423 -2.20985 -2.83055 0.000 -0.001 0.006
N -2.76367 1.28600 0.53317 0.022 0.013 0.045
C -3.77854 0.42270 1.09192 -0.018 -0.017 0.042
C -5.02626 0.31124 0.50181 0.016 0.001 -0.019
C -5.96865 -0.54443 1.05178 -0.019 0.003 -0.005
C -5.66744 -1.27677 2.19123 0.008 -0.006 0.013
C -4.41714 -1.16018 2.77884 -0.009 0.006 -0.005
C -3.46069 -0.31005 2.23146 -0.010 -0.052 0.012
P -1.75958 -0.18016 2.85321 0.217 -0.037 -0.111
C -1.81265 1.13887 4.10233 -0.022 0.000 -0.002
C -2.90774 1.98744 4.24057 0.011 -0.012 0.029
C -2.85518 3.05736 5.12746 0.003 -0.016 0.008
C -1.71798 3.27300 5.89076 -0.006 0.008 -0.009
C -0.62664 2.42037 5.76628 0.008 -0.008 0.015
C -0.66792 1.36617 4.87010 -0.021 -0.004 0.014
C -1.50653 -1.71639 3.77511 -0.047 -0.014 0.118
C -1.20863 -2.86055 3.03944 0.048 0.018 0.002
C -1.09744 -4.08678 3.67649 -0.021 0.007 -0.004
C -1.26199 -4.17237 5.05173 -0.021 0.010 0.007
C -1.55070 -3.03235 5.79092 0.021 -0.009 -0.017
C -1.68135 -1.80598 5.15561 -0.002 0.005 -0.024
H -2.91062 1.42589 -0.46344 -0.001 -0.007 -0.008
H -2.80578 2.21588 0.94585 -0.026 0.003 -0.026
H -5.25650 0.88069 -0.39112 -0.001 -0.002 0.007
H -6.93967 -0.64104 0.58470 0.002 0.001 0.003
H -6.40239 -1.94761 2.61526 0.002 0.003 0.000
H -4.17065 -1.75059 3.65252 -0.006 0.000 0.005
H -3.81323 1.80508 3.67362 0.000 0.011 -0.010
H -3.71288 3.70874 5.23464 0.004 -0.002 -0.006
H -1.68392 4.09745 6.59097 -0.002 0.000 -0.004
H 0.25813 2.58010 6.36924 0.001 -0.001 -0.004
H 0.18911 0.70970 4.76279 -0.019 0.022 0.004
H -1.06966 -2.78755 1.96928 0.048 0.003 0.050
H -0.87636 -4.97302 3.09558 -0.007 0.006 0.007
H -1.17038 -5.12885 5.54985 0.001 0.001 -0.001
H -1.68486 -3.09921 6.86257 0.002 0.002 -0.003
H -1.92328 -0.92352 5.73436 0.000 -0.011 0.002
Se 2.31954 -0.83675 3.42514 -0.033 -0.035 0.053
Se 2.88580 0.53050 1.63003 0.156 -0.027 -0.162
C 1.85103 2.05644 2.14362 -0.007 0.084 0.130
C 2.51060 3.13089 2.72658 -0.020 -0.012 0.001
C 1.78395 4.25240 3.08851 -0.001 0.013 -0.013
C 0.41750 4.26011 2.86608 -0.014 0.004 0.028
C -0.15755 3.15288 2.27828 -0.007 -0.036 -0.018
N 0.53409 2.06761 1.91269 0.059 -0.169 -0.222
C 1.98485 -2.45442 2.42499 -0.011 -0.083 0.019
C 2.31706 -3.64084 3.06807 -0.005 -0.023 0.008
C 2.07895 -4.82704 2.39613 0.048 0.041 -0.015
C 1.56884 -4.77319 1.10746 0.009 0.006 -0.002
C 1.29846 -3.53247 0.55192 -0.044 -0.010 0.005
N 1.47746 -2.38206 1.20975 -0.008 0.036 0.028
H 3.57628 3.07171 2.89194 0.001 -0.002 -0.008
H 2.27809 5.10363 3.53822 -0.002 -0.004 0.003
H -0.19963 5.10611 3.13315 0.003 -0.003 0.000
H -1.22106 3.13444 2.08786 -0.011 0.009 -0.013
H 2.75636 -3.63108 4.05651 0.000 0.003 0.000
H 2.31575 -5.77486 2.86199 -0.005 -0.001 0.002
H 1.39579 -5.67155 0.53076 -0.002 0.001 0.002
H 0.91122 -3.45346 -0.45636 0.006 0.018 -0.030